Entry from the Open Molecules 2025 dataset: one molecule with the formula C2H4N2O2S2 at a distorted geometry (ωB97M-V/def2-TZVPD).

XYZ file:
```
12
Properties=species:S:1:pos:R:3
C 1.2984 -0.5983 0.1388
C 0.1405 1.3688 -0.6284
H -1.2435 -1.2100 1.4473
H 1.3386 -2.6068 0.9455
H 1.1734 1.6843 -0.6962
H -2.6908 2.0493 -0.6439
N 0.8425 -1.9597 0.3358
N -0.8924 1.9529 -0.9247
O 0.1715 0.1025 -0.1440
O -2.0054 1.2671 -0.6767
S -0.8683 -2.2413 0.4843
S 2.7356 0.1911 0.3623
```

Summary:
Relative energy (zero: lowest compared OMol25 entry of this formula, charge and spin) ... 63.8 kcal/mol
HOMO-LUMO gap ... 9.36 eV
Largest force on an atom ... 4.4 eV/A
LUMO level ... 0.11 eV
Net charge ... 0

---

Entry from the Open Molecules 2025 dataset: one molecule with the formula C2H4N2O3 at a distorted geometry (ωB97M-V/def2-TZVPD).

XYZ file:
```
11
Properties=species:S:1:pos:R:3
C -0.8554 0.4504 -0.0223
C 1.5212 -0.4902 0.0035
H 0.5513 1.9348 -0.2292
H -1.0606 2.5911 -0.1511
H -1.4135 -1.6050 0.4128
H 2.0868 -1.4081 -0.0081
N -0.4792 1.7755 -0.1603
N 0.1693 -0.5342 -0.0837
O -1.9724 0.0003 0.2213
O -0.4083 -1.8195 -0.1682
O 2.1320 0.5738 0.1715
```

Summary:
Relative energy (zero: lowest compared OMol25 entry of this formula, charge and spin) ... 60.4 kcal/mol
HOMO-LUMO gap ... 10.58 eV
Largest force on an atom ... 4.4 eV/A
LUMO level ... 0.71 eV
Net charge ... 0

---

Entry from the Open Molecules 2025 dataset: C2H4N2O3 as an isolated structure at a distorted geometry (ωB97M-V/def2-TZVPD).

XYZ file:
```
11
Properties=species:S:1:pos:R:3
N -0.7749 0.0292 -0.7894
C 0.5626 -0.3470 -0.3581
C 0.1744 0.8562 1.0757
O -1.8982 -0.7578 -0.5065
O 0.5136 -1.6180 0.2012
N 0.1437 2.0090 1.3055
O 1.5312 0.0307 -1.0103
H -1.5377 -1.5542 -0.0770
H 1.3999 -1.9916 0.0965
H -0.8644 0.6227 -1.6065
H 0.7498 2.7210 1.6689
```

Summary:
Relative energy (zero: lowest compared OMol25 entry of this formula, charge and spin) ... 126.4 kcal/mol
HOMO-LUMO gap ... 9.10 eV
Largest force on an atom ... 4.1 eV/A
LUMO level ... 0.49 eV
Net charge ... 0

---

Energy: -30880.9908 -11259.9480 -11257.0856 (eV)